# 1
{
  "formula": "C12H13N4O4PdS",
  "method": "ωB97M-V/def2-TZVPD",
  "species": ["Pd", "C", "C", "N", "C", "S", "N", "N", "C", "C", "C", "C", "C", "C", "C", "N", "H", "H", "H", "H", "H", "H", "H", "H", "H", "H", "H", "H", "H", "O", "C", "O", "C", "O", "O"],
  "coordinates": [[0.00, 0.21, -0.15], [2.52, 2.60, 4.52], [3.42, 1.72, 3.66], [3.14, 1.94, 2.26], [2.03, 1.39, 1.68], [2.09, 1.25, -0.07], [1.01, 1.02, 2.39], [0.03, 0.42, 1.72], [-1.21, 0.32, 2.22], [-1.50, 0.91, 3.57], [-2.14, -0.43, 1.47], [-3.45, -0.78, 1.90], [-4.21, -1.63, 1.15], [-3.70, -2.16, -0.05], [-2.46, -1.71, -0.47], [-1.70, -0.89, 0.24], [2.77, 2.49, 5.57], [1.49, 2.31, 4.36], [2.64, 3.65, 4.23], [3.25, 0.67, 3.93], [4.47, 1.97, 3.85], [3.93, 2.00, 1.63], [-0.92, 1.82, 3.68], [-1.21, 0.23, 4.37], [-2.56, 1.15, 3.68], [-3.84, -0.36, 2.81], [-5.21, -1.90, 1.48], [-4.27, -2.84, -0.65], [-2.05, -2.04, -1.42], [-0.87, 1.24, -4.05], [-0.76, 1.00, -2.88], [-0.22, 0.15, -2.19], [-1.67, 2.23, -1.84], [-2.48, 2.81, -2.51], [-1.25, 2.19, -0.71]],
  "charge": -1,
  "spin_multiplicity": 3,
  "s2": 2.027,
  "orbital_gap_ev": [5.52, 6.00],
  "homo_ev": [-2.5, -4.4],
  "energy_ha": -1511.1875,
  "de_lowest_kj_mol": 70.8
}

***

# 2
{
  "formula": "C3H3HgO",
  "method": "ωB97M-V/def2-TZVPD",
  "species": ["C", "C", "C", "H", "H", "H", "O", "Hg"],
  "coordinates": [[-0.34, -0.26, -0.90], [-0.28, 1.14, -0.21], [0.66, 0.02, 0.03], [-1.00, 1.43, 0.58], [0.01, 2.01, -0.82], [1.76, 0.04, -0.05], [0.31, -1.86, 1.41], [-1.11, -2.52, -0.04]],
  "charge": -1,
  "spin_multiplicity": 3,
  "s2": 2.039,
  "orbital_gap_ev": [7.20, 6.13],
  "homo_ev": [-3.0, -3.2],
  "energy_ha": -344.5290,
  "de_lowest_kj_mol": 35.3
}